DFT (ωB97M-V with the def2-TZVPD basis set) results for a structure of composition C12H21I2N2ORh.

## Properties
- energy above the lowest of the compared OMol25 structures with the same formula, charge and spin (kcal per mole) = 0.0
- highest occupied orbital energy (alpha / beta) (eV) = 1.9 / -3.8
- electronic energy (eV) = -37017.0774
- <S²> = 6.011
- gap between HOMO and LUMO (alpha / beta) (eV) = 1.23 / 7.85

Structure (ORCA input):
```
! RIJCOSX wB97M-V def2-TZVPD def2/J DEFGRID3
* xyz -2 5
C 2.7756 -3.9173 -3.8958
I 1.5387 -3.1082 -2.3541
H 3.6694 -3.2951 -4.0025
H 2.2026 -3.9214 -4.8267
H 3.0597 -4.9380 -3.6110
C -1.4066 3.0287 -2.6823
C -0.5774 1.3722 -1.3977
N -1.6057 2.2417 -1.5526
H 0.3124 3.0381 -4.0568
I 1.2532 1.9334 1.3922
N 0.3107 1.6912 -2.3664
H -2.1335 3.7405 -3.0284
Rh -0.2544 0.0003 -0.0103
C -1.1467 -1.5338 -0.5134
O -1.8041 -2.4592 -0.7860
C -0.2040 2.6817 -3.1890
C 1.6134 1.0817 -2.5373
H 2.4089 1.8304 -2.4296
H 1.6945 0.6501 -3.5421
H 1.7393 0.2900 -1.7886
C -2.7419 2.3511 -0.6611
H -3.6745 2.3453 -1.2360
H -2.6967 3.2839 -0.0791
H -2.7284 1.5037 0.0326
C 0.9900 -1.5309 2.6208
C -0.0616 -0.5200 3.0696
C -1.4051 -1.1994 3.3109
C 0.3960 0.1716 4.3501
C -0.3476 0.4943 1.9370
H 1.5558 -1.8936 3.4874
H 1.6904 -1.0897 1.9120
H 0.5204 -2.3784 2.1118
H -1.3297 -1.9507 4.1071
H -2.1617 -0.4640 3.6055
H -1.7644 -1.6883 2.3963
H 1.3399 0.6944 4.1926
H -0.3545 0.8979 4.6822
H 0.5315 -0.5682 5.1529
H -1.2038 1.1339 2.1859
*
```